Entry 1:
Entry from OMol25: a single C2H6N2OS molecule (wB97M-V/def2-TZVPD).

lowest unoccupied orbital energy = 0.73 eV
E_HOMO = -0.3157 hartree
structure (SMILES) = CN(S)/C=N\O
electronic energy = -662.6459 a.u.
gap between HOMO and LUMO = 9.32 eV

Structure (ORCA input):
```
! RIJCOSX wB97M-V def2-TZVPD def2/J DEFGRID3
* xyz 0 1
C -0.855 -0.741 0.617
C 0.464 0.554 -1.067
H -1.019 -1.826 0.772
H -0.555 -0.488 1.633
H -1.768 -0.356 0.233
H 1.894 -1.786 0.693
H 0.954 0.351 -2.012
H -0.508 2.927 0.426
N 0.214 -0.550 -0.309
N 0.249 1.779 -0.844
O -0.430 1.963 0.378
S 1.359 -1.828 -0.520
*
```

Entry 2:
Entry from OMol25: 2 unconnected molecules or ions with the total composition C4H12N2O2 (wB97M-V/def2-TZVPD).

lowest unoccupied orbital energy = 0.68 eV
E_HOMO = -0.3313 hartree
structure (SMILES) = NCC[C@@H](N)C=O.O
electronic energy = -419.5375 a.u.
gap between HOMO and LUMO = 9.70 eV

Structure (ORCA input):
```
! RIJCOSX wB97M-V def2-TZVPD def2/J DEFGRID3
* xyz 0 1
O 1.666 -1.404 -2.317
C 0.738 -1.254 -1.557
C 1.037 -0.958 -0.105
C 0.406 0.487 0.216
C -0.824 1.007 -0.578
N -0.286 1.795 -1.704
N 0.423 -1.904 0.813
H -0.296 -1.248 -1.949
H 2.079 -0.831 0.222
H 0.345 0.492 1.285
H 1.193 1.121 -0.206
H -1.369 0.104 -0.904
H -1.630 1.531 -0.047
H -0.887 1.836 -2.506
H 0.243 2.579 -1.369
H 0.858 -2.814 0.850
H -0.580 -2.002 0.748
H -0.387 0.265 2.661
H -1.752 0.328 3.314
O -0.977 0.869 3.135
*
```

Entry 3:
Entry from OMol25: 6 unconnected molecules or ions with the total composition C41H87N11O10PS (wB97M-V/def2-TZVPD).

lowest unoccupied orbital energy = -3.66 eV
E_HOMO = -0.3788 hartree
electronic energy = -3708.0749 a.u.
gap between HOMO and LUMO = 6.64 eV

Structure (ORCA input):
```
! RIJCOSX wB97M-V def2-TZVPD def2/J DEFGRID3
* xyz 1 1
C 6.034 1.609 1.556
C 5.104 1.718 0.590
C 4.361 0.571 -0.099
P 4.665 -0.988 0.910
N 3.931 -0.861 2.298
C 2.815 0.719 -0.016
N 2.206 -0.591 -0.164
N 2.377 1.706 -1.054
C 0.928 2.150 -0.974
O 0.239 1.525 0.063
C -1.012 1.016 -0.368
C -1.166 -0.349 -0.532
C -2.355 -0.897 -0.997
C -2.436 -2.394 -1.205
C -3.412 -0.048 -1.290
C -3.259 1.326 -1.083
C -2.084 1.882 -0.618
C -1.962 3.383 -0.381
C -3.065 4.217 -1.039
C -2.063 3.612 1.165
C 2.779 1.319 -2.450
N 1.921 0.297 -2.992
C 2.352 -0.826 -3.226
S 2.917 -2.229 -3.484
C 4.289 1.113 -2.488
O 4.855 2.467 -2.372
N 4.957 3.054 -3.712
O 6.057 3.131 -4.039
N 4.831 0.286 -1.467
C 6.263 0.123 -1.591
O 6.525 -1.153 -2.233
C 7.224 -1.031 -3.406
C 6.533 -1.339 -4.705
O 8.362 -0.684 -3.398
H 6.942 2.196 1.479
H 5.874 0.987 2.427
H 4.886 2.721 0.220
H 6.055 -1.145 1.071
H 4.197 -2.087 0.181
H 4.584 -0.909 3.069
H 2.631 1.120 0.979
H 1.883 -0.857 0.765
H 1.368 -0.559 -0.732
H 2.930 2.550 -0.875
H 0.933 3.225 -0.787
H 0.408 2.005 -1.919
H -0.384 -1.063 -0.314
H -2.704 -2.622 -2.235
H -3.068 -2.899 -0.481
H -1.415 -2.759 -1.084
H -4.325 -0.471 -1.684
H -4.111 1.938 -1.332
H -1.004 3.789 -0.702
H -4.067 3.876 -0.801
H -2.918 4.341 -2.111
H -2.993 5.221 -0.620
H -1.090 3.644 1.649
H -2.664 2.792 1.556
H -2.629 4.512 1.392
H 2.600 2.220 -3.036
H 4.637 0.742 -3.452
H 6.766 0.087 -0.634
H 6.740 0.881 -2.211
H 6.691 -2.375 -5.001
H 5.471 -1.114 -4.621
H 6.982 -0.736 -5.487
C -3.163 -1.974 5.205
C -2.768 -1.012 4.089
C -2.858 -1.616 2.682
O -1.811 -2.515 2.348
C -1.972 -3.820 2.882
N -1.429 -0.480 4.372
H -2.371 -2.685 5.439
H -3.370 -1.422 6.121
H -4.062 -2.536 4.947
H -3.473 -0.176 4.119
H -2.773 -0.813 1.942
H -3.837 -2.084 2.514
H -3.022 -4.121 2.905
H -1.543 -3.889 3.883
H -1.423 -4.510 2.240
H -1.212 0.249 3.697
H -0.756 -1.214 4.165
C 10.732 -6.017 -5.985
C 9.769 -4.964 -5.444
C 8.288 -5.355 -5.562
O 7.745 -5.253 -6.864
C 8.050 -6.331 -7.733
N 10.057 -3.682 -6.095
H 10.792 -5.999 -7.073
H 11.737 -5.832 -5.609
H 10.437 -7.021 -5.674
H 9.982 -4.851 -4.376
H 7.708 -4.652 -4.955
H 8.107 -6.355 -5.147
H 8.092 -7.283 -7.196
H 8.992 -6.158 -8.257
H 7.260 -6.386 -8.481
H 9.507 -2.949 -5.653
H 9.691 -3.728 -7.043
C -7.430 -2.898 9.656
C -7.029 -1.954 8.526
C -7.106 -2.582 7.128
O -6.058 -3.481 6.816
C -6.199 -4.780 7.361
N -5.696 -1.413 8.813
H -6.637 -3.602 9.906
H -7.645 -2.329 10.560
H -8.325 -3.466 9.397
H -7.736 -1.119 8.537
H -7.019 -1.775 6.395
H -8.081 -3.059 6.959
H -7.246 -5.097 7.388
H -5.768 -4.835 8.363
H -5.642 -5.468 6.725
H -5.474 -0.694 8.130
H -5.019 -2.148 8.624
C -4.194 8.192 5.525
C -3.252 7.190 4.863
C -3.560 6.927 3.381
O -4.685 6.103 3.141
C -5.941 6.751 3.239
N -3.247 5.954 5.652
H -5.154 7.747 5.782
H -3.756 8.559 6.452
H -4.376 9.052 4.877
H -2.246 7.617 4.904
H -2.711 6.384 2.956
H -3.647 7.868 2.821
H -5.893 7.782 2.880
H -6.314 6.731 4.265
H -6.648 6.198 2.620
H -2.534 5.328 5.288
H -4.120 5.466 5.466
C -2.623 1.027 -4.590
C -2.632 -0.342 -5.264
C -2.872 -0.293 -6.780
O -4.206 -0.038 -7.163
C -4.607 1.319 -7.105
N -3.611 -1.200 -4.585
H -3.627 1.424 -4.438
H -2.160 0.958 -3.604
H -2.054 1.752 -5.177
H -1.641 -0.782 -5.114
H -2.640 -1.281 -7.186
H -2.191 0.419 -7.267
H -3.791 1.993 -7.379
H -4.986 1.576 -6.113
H -5.423 1.452 -7.815
H -3.535 -2.144 -4.955
H -4.537 -0.898 -4.879
*
```

Entry 4:
Entry from OMol25: a molecular structure, C4H12InO3 (wB97M-V/def2-TZVPD).

lowest unoccupied orbital energy = 2.77 eV
E_HOMO = -0.1441 hartree
electronic energy = -575.2895 a.u.
gap between HOMO and LUMO = 6.69 eV

Structure (ORCA input):
```
! RIJCOSX wB97M-V def2-TZVPD def2/J DEFGRID3
* xyz -1 1
O -2.089 -2.626 2.419
C -0.926 -2.802 1.535
C -0.532 -1.318 0.880
O 0.633 -1.564 0.010
C 0.812 -0.440 -0.965
O 1.407 0.670 -0.206
C 1.701 1.836 -1.054
In 0.018 3.410 -0.928
H -2.641 -3.473 2.279
H -1.168 -3.490 0.591
H 0.006 -3.235 2.142
H -0.343 -0.496 1.713
H -1.486 -0.953 0.286
H -0.221 -0.201 -1.466
H 1.510 -0.874 -1.820
H 2.640 2.379 -0.554
H 1.861 1.599 -2.188
H -0.107 4.315 -2.515
H -1.557 2.606 -0.485
H 0.482 4.659 0.327
*
```

Entry 5:
Entry from OMol25: 2 unconnected molecules or ions with the total composition C3H5BrClF (wB97M-V/def2-TZVPD).

lowest unoccupied orbital energy (spin up / spin down) = -0.20 / -0.18 eV
E_HOMO (spin up / spin down) = -0.3169 / -0.3125 hartree
electronic energy = -3251.2177 a.u.
gap between HOMO and LUMO (spin up / spin down) = 8.43 / 8.32 eV

Structure (ORCA input):
```
! RIJCOSX wB97M-V def2-TZVPD def2/J DEFGRID3
* xyz 0 1
C 1.044 -0.762 0.327
C -1.801 1.409 0.085
C 0.730 0.294 -0.620
F 0.365 -1.947 0.160
Cl 1.775 1.646 -0.358
Br -0.797 2.577 1.252
H 2.147 -1.003 0.481
H 0.643 -0.490 1.373
H -2.347 0.550 0.634
H -1.663 1.474 -1.009
H 0.333 0.267 -1.589
*
```

Entry 6:
Entry from OMol25: a molecular structure, CHCrO2 (wB97M-V/def2-TZVPD).

lowest unoccupied orbital energy (spin up / spin down) = -7.18 / -6.59 eV
E_HOMO (spin up / spin down) = -0.5211 / -0.5263 hartree
electronic energy = -1233.2695 a.u.
gap between HOMO and LUMO (spin up / spin down) = 7.00 / 7.73 eV

Structure (ORCA input):
```
! RIJCOSX wB97M-V def2-TZVPD def2/J DEFGRID3
* xyz 1 5
H -0.864 -1.825 0.218
O -0.414 1.066 0.065
O -0.317 -1.059 -0.062
C -1.174 0.087 -0.099
Cr 1.282 0.068 0.070
*
```

Maximum force
In order: 0.0440 0.0609 0.0331 0.0611 0.0676 0.0342
Unit: Eh/bohr